[1]
96
Properties=species:S:1:pos:R:3:forces:R:3:mulliken_spin:R:1 method="wB97M-V/def2-TZVPD" de_lowest_ev=0.000 spin_multiplicity=3 total_charge=+1
Ti 10.724798 9.061535 11.604055 -0.1 0.2 0.4 1.09
C 11.054689 7.125455 9.038571 0.0 -0.9 -0.3 0.01
O 11.593298 7.686805 10.234471 -0.3 -0.1 -0.2 0.00
C 12.770757 7.176195 10.668933 2.4 -2.1 -1.8 0.07
C 13.505749 6.221957 9.932370 -1.6 -0.4 -1.4 -0.03
C 14.736488 5.726200 10.341079 -0.6 -0.2 -0.4 0.05
C 15.233831 6.163402 11.541125 0.6 0.3 0.8 -0.01
C 14.527983 7.114048 12.297204 0.7 -1.0 -0.1 0.12
C 13.299797 7.605494 11.849669 -0.4 1.1 2.0 -0.16
N 12.424723 8.448282 12.598537 0.0 -0.6 -0.7 0.09
N 12.847251 8.704459 13.803598 0.0 0.4 1.9 0.63
C 11.921600 9.278804 14.704131 1.2 -0.7 -1.9 -0.09
C 10.809581 9.962961 14.287809 -1.6 1.5 -0.6 0.15
O 10.595712 10.337397 13.016225 0.0 -0.4 0.0 0.01
C 9.849793 10.476097 15.219014 -1.3 0.5 -1.2 -0.08
C 10.052057 10.395541 16.527545 1.8 -0.1 2.2 0.13
C 11.297908 9.801740 17.000276 -1.2 0.3 -0.2 -0.02
C 11.586495 9.838166 18.372908 -0.1 -0.9 1.5 0.01
C 12.658860 9.155610 18.876645 1.7 -1.0 -0.5 -0.03
C 13.555350 8.444494 17.996636 -2.1 2.1 -1.4 0.02
C 13.347326 8.519623 16.626229 -0.5 -0.2 0.4 -0.02
C 12.196584 9.189898 16.085697 0.5 -0.2 1.6 -0.02
H 10.961950 6.028971 9.094464 -0.1 0.4 0.4 0.00
H 11.680731 7.323916 8.178220 0.3 0.4 -0.1 0.00
H 10.096880 7.570406 8.930141 -0.8 0.3 -0.2 0.00
H 13.012860 5.760389 9.028727 0.9 0.7 1.0 0.00
H 15.240554 4.945878 9.766049 -0.2 0.3 0.1 0.00
H 16.177291 5.711743 11.903455 -0.7 0.6 0.0 0.00
H 14.938875 7.329479 13.278231 -0.4 0.4 -0.1 0.01
H 8.906427 10.984010 14.897630 1.1 -0.5 -0.3 0.00
H 9.416154 10.882823 17.280838 0.1 -0.4 -0.5 -0.01
H 10.891721 10.208729 19.151604 0.2 0.2 -1.0 0.00
H 12.892325 9.088555 19.934189 -0.4 0.2 0.0 0.00
H 14.404791 7.918656 18.285516 1.2 -0.8 1.0 0.00
H 14.015015 7.962040 15.973114 -0.2 0.3 -0.1 0.00
C 8.467095 12.980306 8.959871 -0.1 -0.2 0.2 0.00
N 7.636378 12.127864 9.790746 -0.5 1.1 -0.5 0.00
C 6.341837 12.428287 10.193828 -0.1 0.7 0.2 0.00
C 5.902604 11.339313 10.849556 -0.3 -0.3 0.3 0.00
N 6.883002 10.358244 10.823513 -0.2 0.3 -0.1 -0.01
B 6.562093 8.858507 11.237343 0.8 0.4 0.5 0.02
N 7.019905 8.520449 12.730589 -0.6 -0.9 1.1 0.00
C 6.154617 8.640190 13.807692 -0.7 0.3 1.3 0.00
C 6.666235 8.028368 14.926924 -0.2 0.2 -1.7 0.00
N 7.824881 7.423726 14.493815 0.4 1.0 0.2 0.00
C 8.884322 7.019605 15.411545 1.4 -1.5 -0.6 0.00
C 7.995721 7.726125 13.183500 1.5 -0.3 -0.6 0.01
S 9.328973 7.043824 12.286075 0.0 0.7 -0.2 -0.01
C 7.924265 10.881790 10.149906 0.7 -1.2 0.7 0.02
S 9.459434 10.141774 9.780495 -0.6 0.0 -0.2 -0.01
H 7.987415 13.166261 8.019481 -0.2 -0.3 -0.7 0.00
H 9.418430 12.492895 8.846530 0.3 -0.1 -0.3 0.00
H 8.631014 13.947555 9.383824 0.0 0.5 0.7 0.00
H 5.868796 13.409618 10.046749 0.5 -0.7 0.0 0.00
H 4.957608 11.182433 11.357307 0.3 -0.1 -0.2 0.00
H 7.142154 8.122618 10.519397 0.0 -0.2 -0.3 0.00
H 5.389037 8.807971 11.307323 -0.6 -0.2 -0.3 0.00
H 5.173617 9.093846 13.723499 0.4 0.1 -0.2 0.00
H 6.355691 7.877842 15.938589 -0.4 0.2 0.1 0.00
H 9.873863 7.052523 14.853273 -1.3 -0.3 0.6 0.00
H 8.705785 5.962828 15.769450 0.2 1.2 -0.3 0.00
H 9.016464 7.711062 16.243597 -0.5 0.0 0.0 0.00
Br 14.382277 9.905629 6.830880 -0.1 -0.2 -0.3 0.00
C 14.130493 10.162376 8.670731 -0.2 0.5 -0.1 0.00
C 15.240107 10.320023 9.482093 0.5 0.1 0.2 0.01
C 15.024834 10.612483 10.825131 0.8 -0.3 -1.0 0.00
C 13.777730 10.615699 11.283858 -3.3 0.9 1.2 0.00
N 12.679702 10.432737 10.510477 -0.1 0.0 0.2 0.00
C 12.820584 10.300748 9.200498 0.3 -1.1 0.0 0.02
H 16.296580 10.259360 9.179096 -0.8 -0.1 -0.5 0.00
H 15.803997 10.815847 11.503164 1.1 0.1 0.5 0.00
H 13.507758 10.894103 12.322789 0.4 -0.6 -0.6 0.01
H 11.864501 10.147826 8.622146 1.4 0.3 0.4 0.00
C 12.631593 12.490691 16.244256 1.2 -0.8 1.3 -0.01
N 14.208598 12.509756 16.146558 1.0 -1.1 -1.0 0.00
C 14.767739 13.791412 16.712439 0.1 -0.1 0.3 0.00
N 14.094575 14.903473 16.170060 0.5 1.4 -1.5 0.00
C 12.659861 14.862192 16.313742 -0.2 -0.5 1.3 0.00
N 12.135896 13.659734 15.702998 -1.4 0.5 -1.4 0.00
C 12.220024 13.663899 14.229055 0.8 -1.9 0.2 0.00
P 13.988620 13.695597 13.597526 0.0 0.8 0.5 0.00
C 14.670478 12.342650 14.713102 -0.8 0.6 -0.1 -0.03
C 14.417956 15.168618 14.733635 1.2 -1.0 0.3 0.00
H 12.476149 12.442010 17.361142 -0.1 -0.2 -1.2 0.00
H 12.394534 11.543946 15.701140 -0.4 1.0 0.5 0.02
H 14.570678 11.653784 16.588024 -0.2 0.5 0.5 0.00
H 15.866267 13.841159 16.603071 -0.5 -0.1 -0.4 0.00
H 14.572974 13.756220 17.760855 -0.2 -0.1 0.9 0.00
H 12.229698 15.742894 15.830299 0.0 -0.2 0.2 0.00
H 12.398532 14.846378 17.403171 0.1 0.1 -0.8 0.00
H 11.691632 14.450862 13.755620 -0.6 1.0 -0.1 0.00
H 11.755120 12.736341 13.853245 0.0 0.2 0.2 0.00
H 15.761441 12.339188 14.699852 -0.1 0.0 0.0 0.00
H 14.287550 11.384886 14.349383 0.1 -0.1 0.1 0.03
H 13.867370 16.034658 14.386213 -0.1 0.2 0.0 0.00
H 15.498724 15.406893 14.660451 -0.5 -0.1 0.0 0.00

***

[2]
9
Properties=species:S:1:pos:R:3:forces:R:3:mulliken_charge:R:1 method="wB97M-V/def2-TZVPD" de_lowest_ev=1.791 total_charge=0 smiles=OCOP(F)F
O -0.082890 1.602203 0.265227 -0.6 1.7 -1.0 -0.53
C 0.854627 0.585860 0.427650 0.8 0.6 0.9 0.04
O 0.432576 -0.539822 -0.282994 -1.3 -1.0 0.5 -0.26
P -1.209075 -0.855020 -0.337382 1.2 -2.1 0.4 0.49
F -1.076432 -1.666792 -1.691677 -0.2 0.4 -0.2 -0.23
F -1.321171 -2.260404 0.533604 0.3 1.7 -0.4 -0.27
H -0.432882 1.866746 -0.637551 1.4 -0.9 1.2 0.32
H 1.949158 0.708228 0.171834 -1.3 0.5 -0.5 0.22
H 0.886089 0.558999 1.551289 -0.3 -0.9 -0.8 0.22

***

[3]
120
Properties=species:S:1:pos:R:3:forces:R:3:mulliken_charge:R:1 method="wB97M-V/def2-TZVPD" total_energy_ha=-3336.481805 total_charge=0
Os -0.141927 0.282070 0.583196 0.2 0.2 0.1 0.11
C -9.361776 1.296987 3.784191 0.0 -0.1 0.0 -0.85
O -8.881811 0.239108 2.973985 -0.1 0.1 0.0 -0.46
C -7.573551 0.279181 2.604524 0.0 0.0 0.0 0.98
C -7.166276 -0.688803 1.690888 0.0 0.0 0.0 -0.93
C -5.850854 -0.735934 1.271509 0.0 0.0 -0.1 -0.27
C -4.906538 0.176646 1.744776 0.0 0.0 0.0 -0.57
C -5.334266 1.147094 2.642149 0.0 -0.1 0.0 -0.69
C -6.652971 1.206002 3.080068 0.0 0.0 0.0 -0.53
C -3.480691 0.142650 1.302902 -0.2 1.0 -0.4 1.28
C -2.737417 -0.982098 1.567900 0.7 -0.7 0.1 0.60
C -3.229295 -2.199566 2.173110 0.0 0.2 0.0 -1.46
C -2.234086 -3.106357 2.135180 0.2 -0.1 -0.1 -1.49
C -1.071865 -2.457806 1.568217 -0.4 0.1 0.1 1.14
N -1.399432 -1.168011 1.235308 -0.4 -0.1 0.3 -0.01
C 0.182907 -3.057085 1.407507 0.3 -0.1 -0.1 0.75
C 1.308797 -2.342150 1.023250 0.2 -0.6 0.2 0.44
C 2.676437 -2.909452 0.915840 -0.3 0.0 0.1 -0.88
C 3.506400 -1.965639 0.491091 0.0 0.1 0.0 -1.50
C 2.667758 -0.748137 0.157279 -0.3 -0.1 -0.2 0.25
C 3.153915 0.640216 0.472896 -1.2 1.3 -0.5 -0.98
C 3.916675 0.966629 1.640110 0.8 0.0 0.0 1.06
C 4.334298 2.298780 1.890836 0.0 0.0 0.0 -0.54
C 4.926264 2.660100 3.072484 0.0 0.1 -0.1 -0.98
C 5.097951 1.718381 4.090935 0.2 -0.1 0.2 0.80
O 5.624550 2.173372 5.254179 -0.2 0.0 -0.2 -0.47
C 5.452566 1.362515 6.408216 0.1 0.0 0.0 -0.86
C 4.739403 0.393561 3.865944 0.0 0.0 0.1 -1.10
C 4.179302 0.024308 2.654836 -0.1 0.1 -0.2 -0.10
C 2.464852 1.661758 -0.277633 1.3 -1.3 1.3 0.60
N 1.096451 1.672114 -0.279157 -1.2 -0.2 -0.9 0.67
C 0.715274 2.796298 -0.976441 0.1 -0.7 0.7 0.02
C -0.597718 3.263408 -1.086809 -0.3 0.1 0.0 0.58
C -0.792286 4.570341 -1.784827 -0.1 0.0 0.1 -0.51
C -0.440428 5.754679 -1.155292 0.0 0.1 -0.1 -0.16
C -0.679049 6.988896 -1.753884 0.0 0.0 0.0 -0.74
C -1.276190 7.037272 -3.007969 0.0 0.0 0.0 1.00
O -1.562813 8.186602 -3.676637 0.0 0.1 0.0 -0.46
C -1.321213 9.409038 -3.004192 0.0 0.0 0.0 -0.84
C -1.612300 5.853512 -3.659896 0.0 -0.1 0.0 -0.90
C -1.375877 4.636405 -3.049533 0.0 0.0 0.0 0.12
C -1.721270 2.665312 -0.539843 0.4 0.1 -0.1 0.49
C -3.051279 3.202351 -0.579195 -0.2 0.0 0.0 -1.64
C -3.844562 2.353245 0.114427 0.1 0.0 -0.1 -1.50
C -3.013956 1.276183 0.588960 -0.6 -0.7 0.4 0.49
N -1.735314 1.475581 0.181087 0.7 -0.2 0.0 0.57
C 1.875462 3.456176 -1.466806 1.0 0.0 0.1 -1.22
C 2.967682 2.766526 -0.995111 -0.2 1.1 -0.2 -1.27
N 1.345596 -1.037134 0.730827 -0.3 0.6 -0.2 -0.25
C 0.295677 -4.549433 1.476475 -0.1 0.1 0.1 -0.68
C 0.107197 -5.284490 2.648450 0.1 0.1 0.1 -0.07
C 0.133375 -6.666498 2.643688 0.0 0.0 0.1 -0.80
C 0.350376 -7.356410 1.454779 0.1 0.0 -0.1 0.81
O 0.332072 -8.714472 1.535776 -0.1 -0.1 0.0 -0.46
C 0.308581 -9.441445 0.319322 0.1 0.0 0.0 -0.86
C 0.593277 -6.647268 0.284386 0.0 0.1 0.0 -0.67
C 0.555171 -5.256135 0.306443 0.0 0.0 0.1 -0.51
H -10.425565 1.121652 3.913322 0.0 0.0 0.0 0.25
H -9.207858 2.265283 3.301770 0.0 0.0 0.0 0.35
H -8.879264 1.301498 4.764382 0.0 0.0 0.0 0.32
H -7.900283 -1.390849 1.316501 0.0 0.0 0.0 0.42
H -5.551578 -1.479049 0.541692 0.0 0.0 0.0 0.57
H -4.618197 1.869956 3.016737 0.0 0.0 0.0 0.52
H -6.941857 1.968722 3.788727 0.0 0.0 0.0 0.39
H -4.216364 -2.339686 2.581572 0.0 0.0 -0.1 0.57
H -2.271777 -4.125210 2.484208 0.0 0.0 0.0 0.49
H 2.923424 -3.924578 1.191605 0.0 0.1 0.0 0.55
H 4.570940 -2.016074 0.334316 -0.1 0.0 -0.1 0.69
H 4.160016 3.055019 1.138651 -0.1 0.0 0.1 0.41
H 5.239161 3.680759 3.251985 -0.1 0.0 0.0 0.45
H 5.729651 1.980378 7.257245 0.0 0.0 0.0 0.26
H 6.099192 0.483144 6.380923 0.0 0.0 0.0 0.31
H 4.411652 1.047881 6.507245 0.0 0.0 0.0 0.38
H 4.897068 -0.357544 4.627829 0.0 0.0 0.0 0.43
H 3.909344 -1.010248 2.508776 0.0 0.0 0.0 0.22
H 0.022977 5.713767 -0.176005 0.0 0.0 0.0 0.44
H -0.400523 7.892745 -1.231883 0.0 0.0 0.0 0.37
H -1.634593 10.195784 -3.683530 0.0 0.0 0.0 0.24
H -0.261171 9.538111 -2.773856 0.0 0.0 0.0 0.32
H -1.901561 9.473019 -2.080418 0.0 0.0 0.0 0.34
H -2.057836 5.910705 -4.644680 0.0 0.0 0.0 0.41
H -1.645521 3.717194 -3.557339 0.0 0.0 0.0 0.47
H -3.340235 4.116320 -1.073893 0.0 0.0 0.0 0.50
H -4.907644 2.433024 0.273709 0.0 0.0 0.0 0.52
H 1.873706 4.347885 -2.074143 0.0 -0.1 -0.1 0.68
H 4.010325 2.965315 -1.189649 0.0 0.0 0.0 0.78
H -0.047543 -4.760959 3.585388 -0.1 0.0 0.0 0.58
H -0.012539 -7.234605 3.554053 0.0 0.0 0.0 0.41
H 0.018408 -10.456846 0.573625 0.0 0.0 0.0 0.25
H 1.293690 -9.456221 -0.153200 0.0 0.0 0.0 0.31
H -0.419726 -9.023420 -0.378336 0.0 0.0 0.0 0.36
H 0.813980 -7.156623 -0.643133 0.0 0.0 0.0 0.42
H 0.730298 -4.707701 -0.613217 0.0 0.0 0.0 0.61
I 0.137683 3.093993 2.732543 0.1 0.1 0.1 -0.07
C 0.052466 0.957711 2.512153 -0.2 -0.1 -0.4 -1.44
H -0.810504 0.664221 3.105789 0.0 0.0 0.1 0.69
H 0.968193 0.596097 2.971762 0.1 0.0 0.0 0.59
C 1.056359 -2.797268 -7.184041 0.0 0.0 0.0 -1.49
C 1.669226 -2.293833 -5.905237 0.0 0.0 0.0 0.60
C 2.894601 -2.762660 -5.461600 0.1 0.0 0.0 -0.95
C 3.478775 -2.307028 -4.282995 0.0 0.0 0.0 0.65
C 4.815188 -2.885359 -3.886047 -0.1 0.0 0.0 -1.45
C 2.786684 -1.357960 -3.514277 -0.1 -0.1 0.1 0.50
C 1.559023 -0.836368 -3.963931 0.0 0.1 0.0 0.69
C 0.795569 0.262268 -3.258905 0.1 -0.1 0.0 -1.00
C 1.029098 -1.318369 -5.151676 0.0 0.0 0.0 -0.82
C 3.344541 -0.999987 -2.172854 0.0 0.4 -0.1 0.41
O 4.513803 -0.931096 -1.886502 0.0 0.0 0.0 -0.65
O 2.361879 -0.775956 -1.281801 -0.1 -0.5 0.1 0.19
H 1.597074 -3.660728 -7.569888 0.0 0.0 0.0 0.37
H 1.072270 -2.020530 -7.952226 0.0 0.0 0.0 0.31
H 0.014046 -3.081924 -7.032040 0.0 0.0 0.0 0.35
H 3.423953 -3.505425 -6.048792 0.0 0.0 0.0 0.27
H 5.165227 -3.564221 -4.662881 0.0 0.0 0.0 0.36
H 4.746885 -3.440875 -2.948420 0.0 0.0 0.0 0.28
H 5.557793 -2.107558 -3.730977 0.0 0.0 0.0 0.29
H 1.448923 0.974346 -2.757941 0.0 -0.1 -0.1 -0.01
H 0.125835 -0.148758 -2.499982 0.0 0.0 0.0 0.10
H 0.187923 0.803891 -3.983512 0.0 0.0 0.0 0.59
H 0.084036 -0.914138 -5.501402 0.0 0.0 0.0 0.47

***

[4]
32
Properties=species:S:1:pos:R:3:forces:R:3:mulliken_spin:R:1 method="wB97M-V/def2-TZVPD" spin_multiplicity=3 total_energy_ha=-7871.802419 total_charge=0
V 0.207463 -0.089670 0.253182 0.2 -0.1 -1.0 2.03
O -2.500025 1.101638 1.762264 0.0 0.1 -0.2 0.00
P -1.145103 1.321817 2.566945 0.2 -0.4 0.5 0.01
O -1.270268 2.388771 3.538379 0.2 0.0 -0.1 0.00
O 0.062481 1.201798 1.620003 -1.0 0.6 0.8 0.01
O -1.015988 -0.189907 3.366527 -0.1 -0.1 -0.2 0.00
P -0.529645 -1.444613 2.559286 0.4 -0.1 0.2 -0.01
O -0.986344 -2.706837 3.361092 -0.4 0.0 -0.4 0.00
O 1.038610 -1.518498 2.542627 -0.3 0.0 0.1 -0.01
O -1.071956 -1.440856 1.138232 -0.1 0.2 0.8 0.01
H -2.523401 0.326540 1.183749 0.0 0.0 0.2 0.00
H -0.914306 -2.631949 4.314169 0.0 0.0 0.4 0.00
Br 3.404535 2.554985 -2.394785 0.0 0.0 0.0 0.00
C 2.793271 0.806060 -2.704091 0.5 0.2 -0.4 0.01
C 3.375686 0.025747 -3.736041 0.1 0.3 0.1 -0.01
C 2.977570 -1.250822 -3.966857 -0.1 -0.2 0.0 0.01
Br 3.798344 -2.238416 -5.357637 0.0 0.0 0.0 0.00
C 1.967663 -1.850124 -3.166941 0.0 -0.1 -0.1 -0.01
C 1.494572 -3.176223 -3.260904 0.1 0.0 -0.1 0.02
C 0.551723 -3.620367 -2.379059 -0.1 -0.1 0.1 -0.01
C 0.057746 -2.752580 -1.392507 -0.1 -0.1 0.0 0.04
N 0.456986 -1.506548 -1.287552 0.3 -0.2 -0.6 -0.04
C 1.409212 -1.051909 -2.164503 -0.2 0.0 0.3 0.01
C 1.810667 0.290951 -1.925756 -0.6 -0.3 0.7 0.01
O 1.165856 0.900383 -0.930176 0.5 0.6 -1.3 -0.02
H 4.155320 0.464121 -4.343236 0.0 0.0 0.0 0.00
H 1.891816 -3.833662 -4.023212 0.0 0.0 0.0 0.00
H 0.184541 -4.635925 -2.419093 0.0 0.0 0.0 0.00
H -0.676331 -3.086101 -0.670096 0.0 0.0 0.0 0.00
N 2.829866 -1.367444 1.014705 -0.3 0.0 0.2 0.06
C 1.640941 -1.073180 1.236662 0.7 -0.4 0.2 -0.09
H 3.278702 -1.872449 1.780721 0.0 0.0 0.0 0.00

***

Short version: molecular weight = 880.5 116.0 1227.2 555.9 g mol⁻¹, in the order given.